[1]
Computed, not measured: a 13-piece molecular cluster, H25O13 overall at a distorted geometry, with ωB97M-V with the def2-TZVPD basis set.

Geometry as XYZ:
```
38
Properties=species:S:1:pos:R:3:lowdin_charge:R:1
O 2.071 0.950 -1.074 -0.36
H -0.357 2.512 -0.537 0.04
H -2.287 -1.337 2.098 0.02
O 1.816 -2.877 -2.970 -0.05
H 1.900 -2.144 -3.599 0.04
H 0.079 1.260 -1.087 0.01
O -2.053 -2.163 2.554 -0.08
H -1.795 -2.621 1.741 0.02
O 0.258 0.978 3.770 -0.06
H -0.612 0.627 3.984 0.04
H 0.102 1.695 3.141 0.01
O -3.695 1.012 -1.136 -0.08
H 2.407 0.265 -0.485 -0.01
H -3.068 1.000 -1.863 0.03
O 3.427 2.423 -2.594 -0.12
H 3.458 1.466 -2.528 0.00
H 2.736 2.516 -1.911 0.00
O -2.355 -1.598 -0.198 -0.05
H -1.669 -0.948 -0.407 0.04
H -1.684 1.896 0.725 0.01
O -0.775 1.723 -0.908 -0.09
H -3.190 1.083 -0.309 -0.03
H 1.286 0.327 -2.028 -0.04
O -2.549 1.935 1.189 -0.07
H -2.820 -1.481 -1.039 0.05
H 0.890 -3.093 -3.140 0.05
O 1.177 -1.882 3.506 -0.05
H 0.881 -1.092 3.944 -0.01
H 0.433 -2.433 3.287 0.01
O 0.769 1.990 1.110 -0.08
H 1.544 2.252 0.588 0.05
H -3.020 2.637 0.724 0.05
O 0.812 0.057 -2.972 -0.18
H 0.847 -0.896 -2.940 -0.06
H 0.709 1.079 0.802 0.03
O 1.348 -2.686 0.298 -0.05
H 1.584 -2.505 -0.608 -0.01
H 1.394 -1.925 0.873 0.01
```

Summary:
total charge	-1
energy relative to the best compared isomer or geometry (same formula, charge and spin)	2.034	eV
HOMO-LUMO gap	9.12	eV
spin multiplicity	1
calculated total energy	-993.16299	a.u.



[2]
Computed, not measured: a 13-piece molecular cluster, H26O13 overall at a distorted geometry, with ωB97M-V with the def2-TZVPD basis set.

Geometry as XYZ:
```
39
Properties=species:S:1:pos:R:3:lowdin_charge:R:1
O -2.903 -0.896 1.497 -0.01
H -2.872 -0.833 0.634 -0.10
H -2.369 -0.205 1.879 -0.01
O -0.219 -1.023 0.868 -0.16
H 0.807 -0.847 0.775 0.04
H -0.097 -1.836 0.348 -0.01
O 1.730 0.271 -0.820 -0.09
H 0.865 0.508 -0.845 -0.05
H 2.375 0.956 -0.403 0.08
O -0.208 -1.139 3.329 -0.21
H 0.470 -1.906 3.519 0.08
H -0.347 -1.003 4.339 0.07
O -2.264 -1.769 -1.458 -0.06
H -1.408 -2.121 -1.593 -0.02
H -3.118 -2.225 -1.674 0.08
O 1.485 -2.394 -0.520 -0.26
H 2.382 -2.683 0.030 0.09
H 0.949 -3.127 -0.664 -0.03
O -1.371 2.335 -1.910 -0.04
H -0.700 2.803 -1.298 0.09
H -2.161 2.649 -1.593 -0.01
O -1.395 1.286 3.609 -0.08
H -2.403 1.322 3.615 0.08
H -1.038 0.423 3.592 -0.07
O 0.691 2.254 1.493 0.07
H -0.196 2.074 1.574 -0.01
H 0.790 3.073 1.631 -0.08
O -1.581 0.460 -3.905 -0.01
H -1.122 -0.211 -3.638 -0.13
H -1.589 1.014 -3.097 0.01
O 3.415 -0.385 1.305 -0.11
H 2.844 -1.087 0.972 -0.04
H 2.662 -0.077 1.813 0.00
O 2.056 2.594 -2.049 -0.05
H 2.482 3.355 -2.142 -0.06
H 1.959 2.388 -1.007 0.08
O 0.506 -1.513 -3.026 -0.05
H 1.161 -1.647 -2.495 -0.12
H -0.267 -0.837 -2.684 0.10
```

Summary:
total charge	-1
energy relative to the best compared isomer or geometry (same formula, charge and spin)	7.299	eV
HOMO-LUMO gap (alpha / beta)	2.49 / 9.26	eV
<S²>	0.751
spin multiplicity	2
calculated total energy	-993.46629	a.u.